Here is an isolated molecule of C2H2F3NO2S in a non-equilibrium geometry from the OMol25 dataset. Energies are from the ωB97M-V functional and the def2-TZVPD basis.

Its total charge is 0. The molecular weight is 161.1 g/mol. The energy above the lowest of the compared OMol25 structures with the same formula, charge and spin is 68.4 kcal/mol. For the highest occupied orbital energy (alpha / beta), the calculation gives -9.916 / -9.700 eV. Its SMILES is NS(=O)(=O)C(F)=C(F)F. Its LUMO energy (alpha / beta) is -1.03 / -1.44 eV. For the total energy, the calculation gives -980.26569 a.u.

Last column: Mulliken charge in e.
Atoms and positions in Å:
N 1.763 0.390 0.100  -0.493
S 0.761 -0.920 0.267  1.056
O 0.549 -1.017 1.716  -0.578
O 1.359 -2.028 -0.453  -0.590
C -0.752 -0.484 -0.615  0.177
F -0.608 -0.246 -1.927  -0.191
C -1.767 0.704 0.199  0.344
F -2.074 0.586 1.502  -0.139
F -2.679 1.306 -0.469  -0.147
H 1.298 1.125 0.536  0.271
H 2.150 0.585 -0.856  0.291

---

Here is an isolated molecule of C5H5NO in a non-equilibrium geometry from the OMol25 dataset. Energies are from the ωB97M-V functional and the def2-TZVPD basis.

Its total charge is 0. The molecular weight is 95.1 g/mol. The energy above the lowest of the compared OMol25 structures with the same formula, charge and spin is 98.3 kcal/mol. For the highest occupied orbital energy, the calculation gives -9.102 eV. Its SMILES is C#C/C(C=C)=N/O. Its LUMO energy is 0.37 eV. For the total energy, the calculation gives -323.36309 a.u.

Last column: Mulliken charge in e.
Atoms and positions in Å:
C -3.027 -0.163 0.040  0.158
C -1.822 -0.233 -0.078  -0.384
C -0.388 -0.324 -0.068  0.354
C 0.347 0.982 -0.032  -0.299
C 1.667 1.133 0.023  -0.629
N 0.099 -1.527 -0.067  -0.469
O 1.453 -1.549 0.029  -0.315
H -4.109 -0.089 0.190  0.389
H -0.329 1.832 -0.090  0.287
H 2.379 0.328 0.003  0.272
H 2.083 2.121 -0.002  0.261
H 1.646 -2.512 0.053  0.373

---

Here is an isolated molecule of C19H22N2O5S2 in a non-equilibrium geometry from the OMol25 dataset. Energies are from the ωB97M-V functional and the def2-TZVPD basis.

Its total charge is 0. The molecular weight is 422.5 g/mol. The energy above the lowest of the compared OMol25 structures with the same formula, charge and spin is 31.7 kcal/mol. For the highest occupied orbital energy, the calculation gives -7.888 eV. Its SMILES is Cc1ccc(SCCNC(=O)CN(c2ccc3c(c2)OCO3)S(C)(=O)=O)cc1. Its LUMO energy is 0.48 eV. For the total energy, the calculation gives -2019.29899 a.u.

Last column: Mulliken charge in e.
Atoms and positions in Å:
C -5.409 0.095 0.359  -1.527
C -4.105 0.374 -0.324  0.829
C -3.026 -0.489 -0.169  -0.824
C -1.809 -0.218 -0.759  -0.111
C -1.654 0.927 -1.528  0.379
S -0.068 1.221 -2.271  -0.081
C 0.152 3.024 -2.044  -0.851
C -0.063 3.464 -0.601  -0.914
N 0.750 2.702 0.312  0.062
C 0.221 1.888 1.237  0.371
O -0.957 1.823 1.519  -0.671
C 1.287 1.036 1.948  -0.904
N 1.994 0.212 0.991  0.702
C 1.587 -1.108 0.714  -0.769
C 1.231 -1.986 1.730  -0.358
C 0.821 -3.288 1.458  -1.360
C 0.806 -3.681 0.143  1.082
C 1.186 -2.807 -0.880  0.535
C 1.570 -1.515 -0.626  -0.714
O 1.079 -3.446 -2.082  -0.505
C 0.613 -4.747 -1.794  -0.319
O 0.455 -4.889 -0.397  -0.498
S 3.539 0.670 0.608  1.222
C 4.536 0.116 2.020  -1.029
O 3.987 -0.030 -0.550  -0.659
O 3.554 2.109 0.582  -0.766
C -2.727 1.784 -1.715  -0.534
C -3.937 1.508 -1.107  -0.692
H -5.621 -0.972 0.370  0.390
H -6.227 0.614 -0.135  0.379
H -5.362 0.439 1.393  0.281
H -3.136 -1.378 0.435  0.388
H -0.970 -0.883 -0.624  0.237
H 1.184 3.197 -2.351  0.540
H -0.515 3.562 -2.718  0.433
H -1.103 3.309 -0.300  0.522
H 0.179 4.531 -0.517  0.379
H 1.752 2.673 0.159  0.272
H 0.787 0.431 2.706  0.464
H 2.006 1.706 2.424  0.499
H 1.261 -1.663 2.759  0.475
H 0.532 -3.963 2.246  0.436
H 1.849 -0.840 -1.415  0.848
H 1.340 -5.490 -2.159  0.265
H -0.356 -4.911 -2.292  0.279
H 5.564 0.388 1.820  0.437
H 4.181 0.605 2.918  0.331
H 4.431 -0.959 2.084  0.287
H -2.627 2.665 -2.332  0.410
H -4.766 2.189 -1.247  0.353

---

Here is an isolated molecule of C4H8BClO2 in a non-equilibrium geometry from the OMol25 dataset. Energies are from the ωB97M-V functional and the def2-TZVPD basis.

Its total charge is 0. The molecular weight is 134.4 g/mol. The energy above the lowest of the compared OMol25 structures with the same formula, charge and spin is 0.0 kcal/mol. For the highest occupied orbital energy, the calculation gives -9.358 eV. Its SMILES is C=CC[C@H](Cl)B(O)O. Its LUMO energy is 0.18 eV. For the total energy, the calculation gives -792.79447 a.u.

Last column: Mulliken charge in e.
Atoms and positions in Å:
C -1.469 -0.967 -2.310  -0.590
C -1.474 -0.020 -1.352  -0.410
C -0.933 -0.182 0.035  -0.552
C 0.418 0.527 0.077  -0.157
Cl 1.472 -0.373 -1.072  -0.204
B 1.221 0.467 1.505  0.549
O 2.145 1.468 1.658  -0.523
O 1.021 -0.527 2.407  -0.570
H -1.772 -0.566 -3.329  0.197
H -1.228 -1.936 -2.074  0.327
H -1.389 0.994 -1.597  0.320
H -0.939 -1.243 0.209  0.369
H -1.709 0.327 0.613  0.253
H 0.346 1.520 -0.351  0.386
H 2.720 1.393 2.434  0.291
H 1.572 -0.882 3.148  0.312

---

Here is an isolated molecule of C4H4N2 in a non-equilibrium geometry from the OMol25 dataset. Energies are from the ωB97M-V functional and the def2-TZVPD basis.

Its total charge is 0. The molecular weight is 80.1 g/mol. The energy above the lowest of the compared OMol25 structures with the same formula, charge and spin is 73.4 kcal/mol. For the highest occupied orbital energy (alpha / beta), the calculation gives -8.794 / -8.795 eV. Its SMILES is C1=CCN=CN=1. Its LUMO energy (alpha / beta) is -0.56 / -0.56 eV. For the total energy, the calculation gives -264.20943 a.u.

Last column: Mulliken charge in e.
Atoms and positions in Å:
C -0.253 -1.373 0.265  0.384
C -1.148 -0.408 0.459  -0.513
C -0.589 0.775 -0.301  -0.250
N 0.861 0.879 -0.204  -0.413
C 1.534 -0.177 -0.018  -0.002
N 0.916 -1.484 -0.148  -0.503
H -1.946 -0.344 1.175  0.350
H -1.056 1.714 -0.028  0.347
H -0.929 0.578 -1.324  0.225
H 2.610 -0.159 0.123  0.374

---

Here is a cluster of 8 separate species, C20H36N4O12 in total in a non-equilibrium geometry from the OMol25 dataset. Energies are from the ωB97M-V functional and the def2-TZVPD basis.

Its total charge is 0. The molecular weight is 524.5 g/mol. The energy above the lowest of the compared OMol25 structures with the same formula, charge and spin is 0.0 kcal/mol. For the highest occupied orbital energy, the calculation gives -10.671 eV. Its SMILES is COC(=O)OC.COC(=O)OC.COC(=O)OC.COC(=O)OC.CC#N.CC#N.CC#N.CC#N. Its LUMO energy is 0.50 eV. For the total energy, the calculation gives -1905.51208 a.u.

Last column: Mulliken charge in e.
Atoms and positions in Å:
C -2.694 -0.434 -2.810  -0.495
O -2.261 -1.662 -3.374  -0.215
C -3.020 -2.767 -3.355  0.712
O -2.558 -3.827 -3.648  -0.555
O -4.359 -2.529 -3.015  -0.358
C -5.184 -3.711 -2.907  -0.647
H -1.994 0.341 -3.009  0.092
H -2.823 -0.560 -1.744  0.214
H -3.678 -0.214 -3.177  0.376
H -4.935 -4.340 -2.080  0.288
H -5.197 -4.217 -3.915  0.269
H -6.136 -3.288 -2.686  0.261
C 0.977 -0.979 1.983  -0.580
O 1.182 0.280 2.742  -0.332
C 0.220 1.184 2.522  0.859
O -0.906 0.958 2.149  -0.655
O 0.553 2.369 2.926  -0.312
C -0.275 3.426 2.412  -0.568
H 1.338 -0.723 0.977  0.344
H -0.062 -1.281 2.023  0.172
H 1.672 -1.632 2.493  0.228
H -1.129 3.591 3.060  0.427
H -0.691 3.375 1.407  0.177
H 0.363 4.347 2.462  0.095
C -0.423 -5.805 -1.123  -0.592
O -0.837 -4.797 -0.090  -0.236
C -0.651 -5.172 1.160  0.688
O -0.331 -6.262 1.483  -0.566
O -0.956 -4.136 1.959  -0.160
C -0.618 -4.307 3.319  -0.800
H -0.884 -5.468 -2.051  0.123
H -0.740 -6.811 -0.718  0.326
H 0.665 -5.743 -1.152  0.286
H 0.505 -4.231 3.401  0.281
H -0.729 -5.314 3.623  0.423
H -1.080 -3.524 3.998  0.182
C 3.400 4.743 -1.821  -0.671
O 3.136 5.397 -0.576  -0.364
C 2.540 4.631 0.380  0.746
O 2.251 3.459 0.300  -0.422
O 2.419 5.378 1.463  -0.248
C 2.895 6.706 1.488  -0.777
H 2.577 4.123 -2.262  0.235
H 4.267 4.117 -1.744  0.318
H 3.598 5.580 -2.497  0.252
H 2.406 7.286 0.697  0.328
H 4.000 6.706 1.407  0.277
H 2.497 7.177 2.373  0.278
C 0.035 2.445 -1.208  0.048
C -0.140 3.857 -1.224  0.247
N -0.213 5.015 -1.251  -0.552
H -0.354 2.003 -2.111  0.192
H -0.459 2.014 -0.272  -0.049
H 1.075 2.165 -1.069  0.208
C 4.119 2.119 2.955  -0.422
C 4.133 0.857 2.315  0.541
N 4.016 -0.172 1.804  -0.564
H 3.700 1.931 3.953  0.237
H 3.701 2.925 2.389  -0.124
H 5.197 2.342 3.010  0.383
C 0.725 -2.068 -5.292  -0.883
C 0.557 -0.941 -4.364  0.451
N 0.398 -0.087 -3.647  -0.397
H 1.350 -1.821 -6.098  0.350
H -0.250 -2.200 -5.757  0.237
H 0.993 -3.021 -4.824  0.262
C -2.924 -1.320 2.247  -0.244
C -2.683 -1.658 3.662  0.349
N -2.482 -1.967 4.738  -0.587
H -3.953 -1.548 1.942  0.432
H -2.300 -1.988 1.647  0.030
H -2.548 -0.320 2.002  0.147

---

- Number 3 is which compound?
  C19H22N2O5S2

---

- What is the formula in the second record?
  C5H5NO